#1
Molecular formula: C9H14
Method: DFT, wB97M-V/def2-TZVPD

Structure (ORCA input):
```
! RIJCOSX wB97M-V def2-TZVPD def2/J DEFGRID3
* xyz 0 1
C -0.6245 1.0962 -2.8978
C -1.0327 0.6963 -1.5191
C -0.3893 1.0626 -0.3456
C -0.5530 0.4686 0.8932
C -1.7133 -0.2972 1.0150
C -2.5441 -0.5999 -0.0568
C -2.1596 -0.1049 -1.3242
H 0.4072 0.8855 -3.1393
H -0.6609 2.2029 -2.9495
H -1.1814 0.6083 -3.6967
H 0.4031 1.8194 -0.4290
H -0.2244 1.0564 1.7466
H -2.0047 -0.8189 1.9186
H -3.5065 -1.0809 -0.0466
H -2.9122 -0.1129 -2.1116
C 1.7900 -1.3515 1.5093
C 2.9166 -0.3243 1.6660
H 2.1284 -2.3796 1.3304
H 1.2156 -1.3870 2.4459
H 1.0257 -1.2062 0.7524
H 3.6080 -0.5699 0.8849
H 2.7000 0.7580 1.6784
H 3.3119 -0.4212 2.6755
*
```

Results
Structure (SMILES): Cc1ccccc1.CC


#2
Molecular formula: C9H14
Method: DFT, wB97M-V/def2-TZVPD

Structure (ORCA input):
```
! RIJCOSX wB97M-V def2-TZVPD def2/J DEFGRID3
* xyz 0 1
C -0.7490 2.4627 -0.7041
C -1.0609 1.0375 -0.9860
C -2.4068 0.5880 -0.8944
C -2.6107 -0.7817 -1.0771
C -1.5927 -1.6666 -1.4121
C -0.4095 -1.0990 -1.8583
C -0.1232 0.2302 -1.6231
H -0.5817 2.9850 -1.6465
H 0.0742 2.8153 -0.0781
H -1.6024 2.9879 -0.2770
H -3.2071 1.1418 -0.4184
H -3.5302 -1.2470 -0.7478
H -1.7863 -2.7157 -1.2478
H 0.4152 -1.7287 -2.1883
H 0.9274 0.5474 -1.6984
C 2.5495 -0.5041 1.4664
C 1.9061 -0.9701 2.7985
H 2.1511 0.4369 0.9912
H 3.5928 -0.1524 1.5131
H 2.4505 -1.2445 0.6858
H 2.3302 -0.3652 3.6045
H 0.8407 -0.8369 2.8363
H 2.4227 -1.9209 2.9613
*
```

Results
Structure (SMILES): Cc1ccccc1.CC


Quick one: least stable of them? #1


#1
Molecular formula: C9H14
Method: DFT, wB97M-V/def2-TZVPD

Structure (ORCA input):
```
! RIJCOSX wB97M-V def2-TZVPD def2/J DEFGRID3
* xyz 0 1
C -1.6560 -1.9292 0.3246
C -0.4190 -1.0067 0.4058
C -0.3623 0.0192 1.4937
C 0.8882 0.3928 1.9952
C 2.0111 0.1188 1.1719
C 1.9610 -0.8221 0.1328
C 0.7443 -1.2943 -0.3182
H -1.3392 -2.9389 0.6126
H -2.0549 -1.9870 -0.7611
H -2.4396 -1.3781 0.9487
H -1.3504 0.3786 1.8914
H 0.7790 1.0318 2.9746
H 3.0007 0.5834 1.1768
H 2.9010 -1.0885 -0.2978
H 0.6789 -2.1520 -1.0101
C -1.2225 2.1585 -1.3182
C -0.9127 1.6390 -2.7362
H -0.4877 2.8100 -0.9103
H -2.1561 2.6855 -1.4747
H -1.4429 1.5642 -0.4489
H -1.6939 1.0741 -3.3377
H 0.0473 1.1593 -2.9407
H -0.6348 2.6017 -3.3316
*
```

Results
Structure (SMILES): Cc1ccccc1.CC


#2
Molecular formula: C9H14
Method: DFT, wB97M-V/def2-TZVPD

Structure (ORCA input):
```
! RIJCOSX wB97M-V def2-TZVPD def2/J DEFGRID3
* xyz 0 1
C 1.6135 -2.3642 -0.0248
C 1.1837 -0.9900 -0.4728
C 1.9910 0.1263 -0.2857
C 1.5634 1.3797 -0.6924
C 0.3174 1.5552 -1.2780
C -0.5115 0.4480 -1.4145
C -0.0863 -0.8086 -1.0338
H 2.6797 -2.4287 0.1961
H 1.3146 -3.1114 -0.7642
H 1.0452 -2.6354 0.8623
H 2.9504 -0.0185 0.2015
H 2.2141 2.2355 -0.5776
H 0.0199 2.5329 -1.6453
H -1.5038 0.4932 -1.8537
H -0.7296 -1.6868 -1.1137
C -1.9930 1.0344 1.8777
C -3.0042 -0.1010 2.1526
H -1.0090 0.5937 1.6901
H -2.3609 1.6761 1.0720
H -1.7985 1.6077 2.7839
H -2.7898 -0.9540 1.5107
H -2.9697 -0.4687 3.1769
H -4.0158 0.2232 1.9152
*
```

Results
Structure (SMILES): Cc1ccccc1.CC


#3
Molecular formula: C9H14
Method: DFT, wB97M-V/def2-TZVPD

Structure (ORCA input):
```
! RIJCOSX wB97M-V def2-TZVPD def2/J DEFGRID3
* xyz 0 1
C 0.3410 0.4783 2.2747
C -0.7910 0.4910 1.2882
C -2.0897 0.6985 1.6946
C -3.1358 0.6716 0.7596
C -2.8194 0.5644 -0.5763
C -1.4876 0.6031 -0.9857
C -0.4517 0.6098 -0.0706
H 0.7014 1.4883 2.5327
H 1.2481 0.0446 1.8694
H 0.1154 0.0597 3.2518
H -2.3343 0.9496 2.7139
H -4.1468 0.7146 1.1321
H -3.6040 0.5248 -1.3290
H -1.3296 0.4689 -2.0474
H 0.5783 0.5489 -0.3819
C 1.9028 -1.7249 -1.3710
C 2.8899 -0.5591 -1.6482
H 2.2900 -2.2748 -0.5153
H 0.9296 -1.2616 -1.2367
H 1.7666 -2.3473 -2.2557
H 3.5792 -0.3678 -0.8325
H 3.4424 -0.8016 -2.5560
H 2.4052 0.4211 -1.7108
*
```

Results
Structure (SMILES): Cc1ccccc1.CC


#4
Molecular formula: C9H14
Method: DFT, wB97M-V/def2-TZVPD

Structure (ORCA input):
```
! RIJCOSX wB97M-V def2-TZVPD def2/J DEFGRID3
* xyz 0 1
C 0.0057 -0.5872 -2.0951
C 0.2844 0.5008 -1.0902
C 0.9801 1.6544 -1.4957
C 1.1989 2.6703 -0.5987
C 0.7504 2.5259 0.7300
C -0.1429 1.5347 1.0566
C -0.3053 0.4718 0.1559
H -0.2197 -0.1905 -3.0802
H -0.8041 -1.2363 -1.7756
H 0.8858 -1.2204 -2.2699
H 1.3926 1.6607 -2.5040
H 1.5841 3.6558 -0.7993
H 0.9662 3.3333 1.4134
H -0.6157 1.3715 2.0185
H -0.9781 -0.3048 0.4821
C -0.3818 -2.9902 1.4448
C -1.7739 -3.6081 1.5841
H -0.3221 -1.9432 1.7623
H 0.2268 -3.4809 2.1985
H -0.0325 -3.0153 0.4128
H -1.6579 -4.6824 1.3968
H -2.5151 -3.2909 0.8473
H -2.1942 -3.6038 2.5860
*
```

Results
Structure (SMILES): Cc1ccccc1.CC


Quick one: least stable of them? #1


#1
Molecular formula: C9H14
Method: DFT, wB97M-V/def2-TZVPD

Structure (ORCA input):
```
! RIJCOSX wB97M-V def2-TZVPD def2/J DEFGRID3
* xyz 0 1
C 1.7195 -1.4850 0.7203
C 0.7524 -0.3375 0.8211
C 0.9429 0.7558 -0.0594
C 0.5224 2.0271 0.2360
C -0.3841 2.1679 1.2567
C -0.6641 1.1610 2.1724
C -0.0684 -0.0747 1.9280
H 1.1283 -2.3593 1.0538
H 2.3654 -1.3902 1.5857
H 2.1728 -1.7698 -0.2135
H 1.6822 0.5662 -0.8426
H 0.8873 2.8489 -0.3705
H -0.9750 3.0863 1.4369
H -1.3320 1.2951 3.0197
H -0.2561 -0.9614 2.5325
C -1.6848 -0.8196 -1.3592
C -0.5795 -0.6236 -2.4714
H -1.2794 -1.5891 -0.7165
H -1.6800 0.1053 -0.7821
H -2.5952 -1.0650 -1.9007
H -0.7203 -1.2678 -3.3281
H 0.4459 -0.7388 -2.1438
H -0.4004 0.4682 -2.5752
*
```

Results
Structure (SMILES): Cc1ccccc1.CC


#2
Molecular formula: C9H14
Method: DFT, wB97M-V/def2-TZVPD

Structure (ORCA input):
```
! RIJCOSX wB97M-V def2-TZVPD def2/J DEFGRID3
* xyz 0 1
C -0.2811 2.5609 1.2927
C 0.4354 1.2010 1.0378
C 1.8304 1.2339 0.8213
C 2.4277 -0.0147 0.6741
C 1.7796 -1.2018 0.4926
C 0.4359 -1.1947 0.8503
C -0.2952 -0.0471 1.0013
H -0.9677 2.8695 0.3981
H 0.2985 3.5983 1.3935
H -1.0408 2.3571 2.2618
H 2.4515 2.1630 0.8998
H 3.4136 -0.0688 0.8121
H 2.1578 -2.1383 0.0526
H -0.1477 -2.0681 0.9800
H -1.4179 -0.1269 1.1747
C -2.0278 -0.7355 -3.0250
C -2.7000 -1.6639 -1.9828
H -2.6544 0.1330 -3.1038
H -1.1198 -0.2801 -2.6611
H -1.8670 -1.3019 -3.8931
H -3.0067 -1.2108 -1.0150
H -2.0849 -2.5683 -1.8298
H -3.6435 -2.1862 -2.4444
*
```

Results
Structure (SMILES): Cc1ccccc1.CC


#3
Molecular formula: C9H14
Method: DFT, wB97M-V/def2-TZVPD

Structure (ORCA input):
```
! RIJCOSX wB97M-V def2-TZVPD def2/J DEFGRID3
* xyz 0 1
C -1.9643 -0.8166 1.9937
C -0.6477 -0.1778 1.6107
C 0.3140 -0.9548 0.9758
C 1.5153 -0.3866 0.5624
C 1.7553 0.9548 0.8368
C 0.7861 1.7164 1.4632
C -0.4005 1.1551 1.9201
H -1.8697 -1.8983 2.0952
H -2.7668 -0.5472 1.3091
H -2.2584 -0.4898 2.9983
H 0.1285 -2.0017 0.7614
H 2.2650 -1.0093 0.0933
H 2.6921 1.3831 0.4985
H 1.0294 2.7445 1.7222
H -1.1048 1.7022 2.5315
C 0.3587 -0.7930 -2.9682
C -0.2530 0.4419 -2.3218
H 1.3947 -0.9910 -2.6966
H -0.2093 -1.7005 -2.9156
H 0.4691 -0.6487 -4.0555
H -1.0830 0.2339 -1.6495
H -0.6460 1.1434 -3.0591
H 0.4953 0.9399 -1.7060
*
```

Results
Structure (SMILES): Cc1ccccc1.CC


#4
Molecular formula: C9H14
Method: DFT, wB97M-V/def2-TZVPD

Structure (ORCA input):
```
! RIJCOSX wB97M-V def2-TZVPD def2/J DEFGRID3
* xyz 0 1
C -1.4017 2.5962 1.4011
C -0.6185 1.4144 1.0018
C 0.5698 1.5172 0.2822
C 1.4196 0.4301 -0.0546
C 1.0083 -0.8000 0.5153
C -0.0448 -0.9737 1.4468
C -0.7731 0.1773 1.6725
H -2.5287 2.5225 1.2584
H -1.0006 3.4573 0.8081
H -1.3854 2.8347 2.4658
H 0.9438 2.4718 -0.0636
H 2.4225 0.5752 -0.6159
H 1.7116 -1.6384 0.3442
H -0.3550 -1.9304 1.8578
H -1.6781 0.0203 2.3356
C -0.0522 -1.1733 -2.7050
C 0.1302 -2.6608 -2.4060
H -0.6804 -1.0341 -3.5896
H -0.4005 -0.6522 -1.7854
H 0.9368 -0.7368 -3.0214
H 0.7915 -2.8200 -1.5387
H 0.6161 -3.0639 -3.2633
H -0.8190 -3.1713 -2.1172
*
```

Results
Structure (SMILES): Cc1ccccc1.CC


Quick one: least stable of them? #2


#1
Molecular formula: C9H14
Method: DFT, wB97M-V/def2-TZVPD

Structure (ORCA input):
```
! RIJCOSX wB97M-V def2-TZVPD def2/J DEFGRID3
* xyz 0 1
C -1.7880 0.0164 0.5139
C -0.4949 0.7004 0.7049
C 0.6258 0.3079 1.4842
C 1.7436 1.0725 1.6840
C 1.7304 2.4668 1.3992
C 0.6392 2.8616 0.4918
C -0.3702 1.9889 0.1054
H -2.1319 -0.6296 1.3027
H -1.4905 -0.5292 -0.3937
H -2.5795 0.6747 0.3203
H 0.4639 -0.6958 1.8910
H 2.5354 0.6984 2.3847
H 2.7397 2.9724 1.6954
H 0.6217 3.7966 0.0040
H -1.1108 2.3826 -0.5750
C 0.3527 -2.4426 -1.1641
C -0.7103 -2.1030 -2.0991
H 0.1567 -3.2725 -0.4972
H 1.2130 -2.6916 -1.6850
H 0.7885 -1.5200 -0.6192
H -0.6888 -2.8346 -3.0069
H -0.5705 -1.0825 -2.3724
H -1.6750 -2.1378 -1.5689
*
```

Results
Structure (SMILES): Cc1ccccc1.CC


#2
Molecular formula: C9H14
Method: DFT, wB97M-V/def2-TZVPD

Structure (ORCA input):
```
! RIJCOSX wB97M-V def2-TZVPD def2/J DEFGRID3
* xyz 0 1
C 3.2428 0.2310 0.0852
C 1.9907 -0.1852 0.7698
C 0.6965 0.1329 0.4144
C -0.4108 -0.0446 1.2489
C -0.2401 -0.6088 2.4992
C 1.0215 -1.1174 2.8127
C 2.0978 -0.9148 1.9679
H 3.8962 -0.5743 -0.2614
H 3.8728 0.7578 0.8092
H 3.1430 0.9072 -0.7626
H 0.4105 0.5339 -0.5494
H -1.3983 0.1972 0.8811
H -0.9962 -0.6840 3.2703
H 1.2355 -1.6350 3.7335
H 3.0175 -1.4285 2.2323
C -2.2449 1.1697 -2.4645
C -3.1725 -0.0578 -2.3902
H -1.4947 1.0140 -3.2067
H -2.8256 2.0563 -2.6889
H -1.7899 1.3480 -1.4909
H -3.7417 -0.1948 -3.2854
H -2.5694 -0.9348 -2.1461
H -3.7407 0.0321 -1.4784
*
```

Results
Structure (SMILES): Cc1ccccc1.CC


#3
Molecular formula: C9H14
Method: DFT, wB97M-V/def2-TZVPD

Structure (ORCA input):
```
! RIJCOSX wB97M-V def2-TZVPD def2/J DEFGRID3
* xyz 0 1
C 1.4666 -2.9823 -0.7090
C 1.6786 -1.5165 -0.3838
C 0.6252 -0.6084 -0.3225
C 0.8808 0.7352 -0.1102
C 2.1716 1.1850 0.1232
C 3.2245 0.2849 0.1096
C 2.9696 -1.0589 -0.1567
H 0.4246 -3.2559 -0.5703
H 2.0922 -3.6203 -0.0884
H 1.7463 -3.1444 -1.7492
H -0.3896 -0.9358 -0.5204
H 0.0749 1.4574 -0.0997
H 2.3554 2.2223 0.3670
H 4.2473 0.6183 0.2261
H 3.8013 -1.7560 -0.1910
C -2.9161 1.0076 0.6661
C -3.9664 2.0903 0.3492
H -2.3818 0.6935 -0.2391
H -2.1193 1.3921 1.3032
H -3.3740 0.1294 1.1212
H -4.6162 2.2039 1.2188
H -4.5276 1.8144 -0.5397
H -3.4678 3.0439 0.1958
*
```

Results
Structure (SMILES): Cc1ccccc1.CC


#4
Molecular formula: C9H14
Method: DFT, wB97M-V/def2-TZVPD

Structure (ORCA input):
```
! RIJCOSX wB97M-V def2-TZVPD def2/J DEFGRID3
* xyz 0 1
C 1.4848 -0.7582 -2.0440
C 1.0394 -1.0301 -0.6245
C 0.2050 -2.1104 -0.3195
C -0.1034 -2.4135 0.9884
C 0.4842 -1.6982 2.0332
C 1.3492 -0.6705 1.7416
C 1.5677 -0.2921 0.4201
H 1.0266 0.2011 -2.3407
H 0.9236 -1.4260 -2.7005
H 2.5503 -0.5589 -2.0899
H -0.1317 -2.7642 -1.1141
H -0.7257 -3.2647 1.2302
H 0.1136 -1.9788 3.0117
H 1.7926 -0.0513 2.5044
H 1.9832 0.6945 0.2519
C -2.7681 4.0740 -0.2683
C -2.0864 2.9559 -1.0576
H -3.5299 3.5979 0.3342
H -2.0993 4.7251 0.2696
H -3.3848 4.7122 -0.9078
H -2.8867 2.2765 -1.3651
H -1.5082 3.2493 -1.9294
H -1.4463 2.3574 -0.4217
*
```

Results
Structure (SMILES): Cc1ccccc1.CC


Quick one: least stable of them? #1


#1
Molecular formula: C9H14
Method: DFT, wB97M-V/def2-TZVPD

Structure (ORCA input):
```
! RIJCOSX wB97M-V def2-TZVPD def2/J DEFGRID3
* xyz 0 1
C 1.1441 0.4043 0.2778
C -0.0613 -0.3726 0.5847
C -0.9432 -0.6051 -0.4907
C -1.9566 -1.6703 -0.4007
C -2.1269 -2.2557 0.8187
C -1.2508 -1.9521 1.9072
C -0.1685 -1.0738 1.7724
H 2.1854 -0.1014 0.4524
H 1.1588 1.1607 1.1011
H 1.1222 0.9305 -0.5446
H -0.7808 -0.0299 -1.4008
H -2.5885 -1.7675 -1.2756
H -2.9918 -2.7637 0.9792
H -1.4804 -2.4363 2.9364
H 0.5300 -0.8517 2.5769
C 2.5634 2.4284 -1.9628
C 1.3460 3.2650 -1.5486
H 2.3256 2.0255 -2.9627
H 3.5308 2.9120 -1.9928
H 2.6597 1.5514 -1.2768
H 1.2957 4.1032 -2.1185
H 1.3168 3.5855 -0.4939
H 0.4397 2.6731 -1.7292
*
```

Results
Structure (SMILES): Cc1ccccc1.CC


#2
Molecular formula: C9H14
Method: DFT, wB97M-V/def2-TZVPD

Structure (ORCA input):
```
! RIJCOSX wB97M-V def2-TZVPD def2/J DEFGRID3
* xyz 0 1
C -0.7435 0.2381 1.6964
C 0.0853 1.1620 0.8617
C 1.4402 1.3796 1.1301
C 2.1925 2.1174 0.2337
C 1.5831 2.8084 -0.8142
C 0.1993 2.7610 -0.9290
C -0.5228 1.8174 -0.2039
H -1.4382 -0.3524 1.1101
H -1.4389 0.7546 2.3870
H -0.2574 -0.3507 2.4618
H 1.8283 0.9341 2.0318
H 3.2580 2.2812 0.3526
H 2.1965 3.3065 -1.5461
H -0.2532 3.4194 -1.6679
H -1.5695 1.7181 -0.4603
C -0.4091 -2.9542 -1.4965
C -1.2063 -3.1000 -0.2159
H -0.5348 -3.8107 -2.1585
H -0.7084 -2.0412 -2.0159
H 0.6683 -2.8605 -1.3357
H -2.1905 -3.5572 -0.2561
H -0.6959 -3.5459 0.6412
H -1.4830 -2.1251 0.1935
*
```

Results
Structure (SMILES): Cc1ccccc1.CC


#3
Molecular formula: C9H14
Method: DFT, wB97M-V/def2-TZVPD

Structure (ORCA input):
```
! RIJCOSX wB97M-V def2-TZVPD def2/J DEFGRID3
* xyz 0 1
C -2.1685 1.1992 3.0241
C -1.0870 0.4379 2.3614
C -0.2364 -0.3399 3.1345
C 0.9222 -0.8246 2.5047
C 1.2659 -0.5901 1.1871
C 0.2464 -0.0152 0.4197
C -0.8759 0.5941 0.9849
H -2.6905 0.5484 3.7279
H -2.9722 1.5635 2.3739
H -1.7276 2.1200 3.4141
H -0.4821 -0.5633 4.1611
H 1.6329 -1.3889 3.0971
H 2.1997 -0.9321 0.7731
H 0.1631 -0.0905 -0.6558
H -1.4919 1.1908 0.3349
C 1.4796 -0.7834 -4.1701
C 0.3372 0.0462 -3.5660
H 2.2512 -0.1532 -4.6211
H 2.0019 -1.3589 -3.4104
H 1.1052 -1.3995 -4.9866
H -0.6329 -0.4253 -3.7061
H 0.4403 0.0814 -2.4850
H 0.3193 1.0834 -3.8974
*
```

Results
Structure (SMILES): Cc1ccccc1.CC


Quick one: least stable of them? #1


#1
Molecular formula: C9H14
Method: DFT, wB97M-V/def2-TZVPD

Structure (ORCA input):
```
! RIJCOSX wB97M-V def2-TZVPD def2/J DEFGRID3
* xyz 0 1
C -2.3632 2.7353 -0.2915
C -1.8368 1.3788 0.1228
C -2.5092 0.6105 1.0633
C -1.9681 -0.6113 1.4558
C -0.8352 -1.0732 0.8092
C -0.2980 -0.4459 -0.3068
C -0.8224 0.8196 -0.6405
H -2.1744 3.5605 0.3907
H -3.4062 2.5809 -0.5942
H -1.9385 3.0468 -1.2483
H -3.3130 1.0208 1.6636
H -2.3977 -1.2717 2.1974
H -0.3731 -2.0109 1.1086
H 0.6624 -0.7926 -0.6519
H -0.3004 1.2841 -1.4678
C 2.8959 -1.1453 0.2888
C 3.0455 -1.5182 -1.1985
H 3.9043 -1.1434 0.6918
H 2.4728 -0.1535 0.4511
H 2.2385 -1.7696 0.8937
H 3.9838 -2.0740 -1.2467
H 3.0228 -0.7609 -1.9774
H 2.3101 -2.2671 -1.5132
*
```

Results
Structure (SMILES): Cc1ccccc1.CC


#2
Molecular formula: C9H14
Method: DFT, wB97M-V/def2-TZVPD

Structure (ORCA input):
```
! RIJCOSX wB97M-V def2-TZVPD def2/J DEFGRID3
* xyz 0 1
C -0.1446 -1.1842 1.3236
C -1.1567 -0.2379 0.7168
C -2.2759 -0.5556 -0.1084
C -3.0210 0.4787 -0.5640
C -2.5776 1.7920 -0.6697
C -1.4245 2.1354 -0.0078
C -0.7939 1.1213 0.7291
H 0.0374 -1.9820 0.5683
H -0.2830 -1.4430 2.3532
H 0.8630 -0.7478 1.3433
H -2.5400 -1.5830 -0.3099
H -3.9699 0.1531 -1.0459
H -3.1095 2.5379 -1.2240
H -1.0733 3.1395 0.1391
H -0.0713 1.4833 1.5022
C 4.5759 -0.9544 -0.0021
C 4.1237 -1.5711 -1.3112
H 4.6682 -1.5979 0.8625
H 5.6131 -0.5849 -0.1253
H 4.0127 -0.0821 0.3699
H 3.8643 -0.9258 -2.1913
H 3.1776 -2.1800 -1.0546
H 4.8291 -2.1879 -1.7601
*
```

Results
Structure (SMILES): Cc1ccccc1.CC


#3
Molecular formula: C9H14
Method: DFT, wB97M-V/def2-TZVPD

Structure (ORCA input):
```
! RIJCOSX wB97M-V def2-TZVPD def2/J DEFGRID3
* xyz 0 1
C 1.5780 0.2901 1.0718
C 0.2978 1.1442 1.2844
C 0.1503 2.3671 0.4431
C -1.1676 2.8429 0.3529
C -2.1783 2.2089 1.1332
C -1.9088 1.0421 1.7998
C -0.6544 0.7014 2.2095
H 2.5317 0.9322 0.8570
H 1.3352 -0.2660 0.1387
H 1.9317 -0.4248 1.8012
H 0.9572 2.7228 -0.1887
H -1.4092 3.7836 -0.2156
H -3.1113 2.5312 0.7326
H -2.7882 0.4852 2.1504
H -0.5202 -0.2171 2.8248
C 1.0507 -3.0429 -2.3264
C 0.1215 -1.9157 -1.8021
H 0.8955 -3.2918 -3.2630
H 2.1675 -2.8781 -2.3593
H 1.0363 -3.8914 -1.8100
H 0.0822 -1.0797 -2.3540
H 0.5062 -1.5975 -0.7874
H -0.9036 -2.4467 -1.6930
*
```

Results
Structure (SMILES): Cc1ccccc1.CC


Quick one: least stable of them? #3